No. 1
DFT (ωB97M-V/def2-TZVPD) results for 5 unconnected molecules or ions with the total composition C33H58F12IN3O18P2 in a non-equilibrium geometry.

```
! RIJCOSX wB97M-V def2-TZVPD def2/J DEFGRID3
* xyz 0 1
C 1.816 2.575 0.791
C 2.664 3.309 1.948
O 2.078 4.617 2.223
C 4.244 3.408 1.554
N 4.385 2.965 0.138
C 5.595 2.073 -0.066
C 5.447 1.526 -1.582
O 4.040 1.423 -1.850
C 3.589 0.039 -2.001
O 3.619 -0.549 -0.688
C 4.099 -1.904 -0.648
C 4.080 -2.331 0.931
C 2.639 -2.012 1.596
C 2.712 -1.016 2.848
N 3.578 0.181 2.654
C 3.178 -3.001 -1.383
C 3.557 -3.316 -2.909
O 2.388 -3.672 -3.731
C 1.897 -4.951 -3.382
O 0.649 -5.092 -3.359
P 5.884 -2.191 -1.234
O 6.297 -3.878 -1.099
I 7.527 -1.099 0.277
C 2.085 0.272 -2.585
N 1.403 -0.964 -3.004
C -0.072 -0.824 -3.154
C -0.863 -0.384 -1.833
C -0.525 -1.240 -0.522
O -2.296 -0.477 -2.117
P 2.354 1.518 -4.027
O 1.302 1.392 -5.134
O 2.245 3.141 -3.443
O 3.880 1.268 -4.797
H 1.822 3.175 -0.195
H 0.723 2.436 1.110
H 2.209 1.536 0.520
H 2.502 2.684 2.901
H 1.105 4.469 2.129
H 4.897 2.746 2.209
H 4.539 4.516 1.626
H 4.397 3.747 -0.528
H 5.512 1.262 0.730
H 6.529 2.738 0.081
H 5.850 2.379 -2.252
H 6.078 0.614 -1.824
H 4.275 -0.436 -2.775
H 4.340 -3.449 1.046
H 4.851 -1.763 1.548
H 2.247 -3.029 1.984
H 1.871 -1.672 0.818
H 1.639 -0.616 3.006
H 3.028 -1.514 3.826
H 3.724 0.413 1.663
H 4.493 0.091 3.114
H 3.330 -3.992 -0.805
H 2.090 -2.710 -1.218
H 4.085 -2.471 -3.461
H 4.259 -4.233 -2.977
H 2.572 -5.857 -3.157
H 5.498 -4.435 -1.212
H 1.554 0.880 -1.774
H 1.758 -1.203 -3.942
H -0.416 -0.138 -3.999
H -0.469 -1.876 -3.428
H -0.658 0.745 -1.693
H 0.066 -2.194 -0.704
H -1.541 -1.532 -0.059
H -0.045 -0.524 0.234
H -2.575 -1.404 -1.952
H 1.955 3.008 -2.504
H 3.651 0.904 -5.683
C -3.533 4.876 -3.484
C -3.763 3.810 -2.431
O -2.680 3.782 -1.488
C -2.714 4.718 -0.519
O -3.574 5.552 -0.411
C -1.536 4.542 0.433
F -0.370 4.348 -0.217
F -1.699 3.474 1.245
F -1.348 5.604 1.237
H -2.563 4.734 -3.968
H -4.316 4.844 -4.243
H -3.523 5.874 -3.040
H -3.792 2.827 -2.905
H -4.719 3.948 -1.918
C -6.019 -4.247 2.650
C -4.849 -5.210 2.671
O -3.613 -4.517 2.429
C -3.078 -3.875 3.487
O -3.570 -3.849 4.584
C -1.753 -3.225 3.101
F -1.826 -2.562 1.928
F -0.768 -4.138 2.963
F -1.321 -2.337 4.013
H -6.034 -3.683 1.713
H -6.963 -4.785 2.755
H -5.945 -3.517 3.459
H -4.961 -5.940 1.867
H -4.801 -5.769 3.610
C -1.478 6.794 4.428
C -2.122 5.679 5.229
O -2.975 6.213 6.255
C -4.200 6.609 5.857
O -4.598 6.543 4.723
C -5.014 7.109 7.047
F -4.309 7.942 7.840
F -5.428 6.092 7.832
F -6.118 7.780 6.675
H -0.951 7.486 5.090
H -0.772 6.389 3.702
H -2.229 7.378 3.891
H -1.348 5.099 5.736
H -2.675 4.988 4.587
C -2.479 -5.621 -4.236
C -3.117 -6.739 -3.436
O -3.896 -6.211 -2.349
C -5.127 -5.763 -2.666
O -5.589 -5.778 -3.777
C -5.855 -5.276 -1.416
F -5.078 -4.492 -0.638
F -6.260 -6.304 -0.640
F -6.953 -4.556 -1.703
H -1.894 -4.969 -3.582
H -1.825 -6.025 -5.010
H -3.236 -4.995 -4.714
H -2.338 -7.360 -2.989
H -3.726 -7.392 -4.068
*
```

Its HOMO-LUMO gap is 8.12 eV. Its structure (SMILES) is C[C@H](O)CNCCO[C@@H](O[C@@](CCCN)(CCOC=O)P(O)I)[C@H](NC[C@H](C)O)P(=O)(O)O.CCOC(=O)C(F)(F)F.CCOC(=O)C(F)(F)F.CCOC(=O)C(F)(F)F.CCOC(=O)C(F)(F)F. The calculation puts the HOMO energy at -8.66 eV. The calculation puts the LUMO energy at -0.539 eV.


No. 2
DFT (ωB97M-V/def2-TZVPD) results for a molecular structure, C33H58F4Li2N2O41S4 in a non-equilibrium geometry.

```
! RIJCOSX wB97M-V def2-TZVPD def2/J DEFGRID3
* xyz 0 1
Li 2.988 -5.809 2.472
Li -1.092 -6.640 1.478
N 0.424 -2.830 1.271
S 0.877 -1.922 -0.092
O 1.951 -0.956 -0.024
O -0.191 -1.654 -1.098
F 1.682 -3.099 -0.703
S -0.273 -1.675 1.961
O -1.530 -1.198 1.321
O 0.519 -0.807 2.790
F -0.854 -2.600 3.177
N 5.610 -1.173 -9.716
S 4.723 -1.662 -8.407
O 3.637 -2.527 -8.683
O 4.648 -0.755 -7.272
F 5.876 -2.642 -7.880
S 4.414 -0.400 -10.217
O 4.137 0.905 -9.578
O 3.305 -1.091 -10.944
F 5.280 0.078 -11.544
C 1.557 2.780 10.301
C 0.854 4.143 10.212
O -0.321 3.965 11.059
C -0.539 2.704 11.103
O -1.559 2.296 11.618
O 0.416 1.985 10.504
H 2.393 2.658 10.990
H 1.888 2.522 9.295
H 0.581 4.363 9.180
H 1.554 4.887 10.593
C -3.612 -1.124 -9.779
C -3.034 -0.435 -8.503
O -2.759 0.873 -9.030
C -3.388 1.075 -10.231
O -3.380 2.161 -10.812
O -4.130 -0.035 -10.513
H -4.292 -1.945 -9.553
H -2.813 -1.529 -10.399
H -2.135 -0.841 -8.038
H -3.691 -0.214 -7.662
C -5.307 5.113 -2.048
C -5.398 3.598 -2.313
O -6.421 3.508 -3.254
C -6.544 4.694 -3.897
O -7.268 4.939 -4.872
O -5.707 5.609 -3.291
H -4.277 5.467 -1.998
H -5.980 5.365 -1.229
H -5.691 2.988 -1.459
H -4.537 3.136 -2.797
C -6.160 5.010 7.354
C -6.892 5.705 6.203
O -5.838 5.760 5.327
C -4.878 4.860 5.555
O -3.914 4.527 4.882
O -5.069 4.358 6.730
H -6.791 4.242 7.801
H -5.869 5.760 8.089
H -7.109 6.729 6.508
H -7.740 5.089 5.904
C -9.638 -0.485 1.873
O -9.864 0.912 1.942
C -10.990 1.375 1.360
O -11.949 0.645 0.950
O -10.996 2.643 1.278
C -12.097 3.371 0.688
H -9.984 -1.029 2.752
H -8.560 -0.632 1.937
H -10.017 -0.856 0.921
H -11.989 4.417 0.976
H -13.055 2.949 0.993
H -12.079 3.238 -0.394
C -6.439 -10.293 2.808
O -7.165 -9.603 3.822
C -6.750 -8.429 4.239
O -5.704 -7.930 3.885
O -7.678 -7.779 4.964
C -8.717 -8.405 5.659
H -6.170 -9.656 1.965
H -7.125 -11.047 2.422
H -5.621 -10.807 3.311
H -9.116 -7.712 6.399
H -8.376 -9.208 6.312
H -9.462 -8.797 4.966
C 3.040 10.710 -2.786
O 3.134 9.353 -2.707
C 2.254 8.530 -3.150
O 1.242 8.931 -3.744
O 2.684 7.291 -2.999
C 2.133 6.272 -3.832
H 2.834 11.042 -3.804
H 4.058 11.042 -2.582
H 2.352 11.180 -2.084
H 2.665 5.356 -3.574
H 2.196 6.567 -4.880
H 1.093 6.061 -3.582
C 14.144 1.324 -4.610
O 13.095 1.580 -3.606
C 11.928 0.977 -3.692
O 11.441 0.400 -4.686
O 11.244 1.147 -2.565
C 10.012 0.559 -2.193
H 14.186 0.272 -4.894
H 15.044 1.528 -4.030
H 14.161 2.095 -5.380
H 9.957 0.780 -1.126
H 9.931 -0.519 -2.330
H 9.305 1.164 -2.761
C 8.492 -7.585 -1.194
O 9.118 -7.765 0.080
C 8.442 -7.539 1.181
O 7.331 -6.992 1.280
O 9.090 -8.075 2.179
C 8.514 -8.250 3.484
H 9.063 -7.047 -1.951
H 7.440 -7.303 -1.166
H 8.447 -8.596 -1.598
H 7.510 -8.661 3.385
H 8.686 -7.263 3.914
H 9.133 -9.007 3.966
C 5.014 5.777 4.448
O 5.784 5.314 5.534
C 6.106 6.032 6.532
O 5.792 7.247 6.683
O 6.936 5.285 7.350
C 7.358 5.834 8.579
H 5.479 6.644 3.979
H 4.040 6.056 4.848
H 4.924 5.000 3.689
H 7.703 6.858 8.433
H 8.034 5.248 9.202
H 6.462 5.771 9.196
C -0.734 -8.314 -5.245
O -1.977 -7.658 -5.368
C -2.593 -7.141 -4.238
O -2.292 -7.345 -3.060
O -3.669 -6.521 -4.685
C -4.589 -5.966 -3.751
H -0.456 -8.375 -6.297
H -0.744 -9.274 -4.728
H -0.123 -7.704 -4.580
H -5.557 -5.740 -4.198
H -4.271 -5.081 -3.200
H -4.818 -6.679 -2.958
*
```

Its HOMO-LUMO gap is 1.50 eV. The calculation puts the HOMO energy at -7.44 eV. The calculation puts the LUMO energy at -5.940 eV.